[1]
The following is a quantum chemistry calculation of C4H5NOS2 in the gas phase at a distorted geometry, from OMol25.

CARTESIAN COORDINATES (ANGSTROEM)
C: 0.3106 1.8658 -0.7737
C: 0.3134 0.4782 -0.1237
S: 1.2054 0.2982 1.3712
C: 0.4439 -1.2759 1.7689
S: 0.6686 -2.2084 3.1409
N: -0.3812 -1.5780 0.7244
C: -0.4292 -0.6575 -0.2747
O: -1.1373 -0.9836 -1.4095
H: -0.3074 1.8823 -1.8331
H: 1.3570 1.9676 -1.0250
H: -0.0021 2.8370 -0.1467
H: -0.9054 -2.3915 0.6817
H: -1.1361 -0.2340 -2.1008

Force components x, y, z for each atom (eV/Å):
C -1.32 0.40 -1.69
C -1.23 0.04 1.03
S -0.45 -0.97 0.77
C 0.42 0.22 0.56
S -0.08 0.69 -1.01
N 1.35 1.62 0.06
C 0.20 2.24 -2.50
O -0.29 1.11 -0.50
H 1.50 -0.03 2.73
H 0.24 0.76 -0.45
H 0.41 -2.62 -1.07
H -0.97 -1.84 0.09
H 0.24 -1.60 1.97

Summary:
Relative energy (zero: lowest compared OMol25 entry of this formula, charge and spin) (kcal per mole): 21.6
Kohn-Sham gap (eV): 7.9
Charge: 0
HOMO energy (Ha): -0.2832
Molecular weight (g/mol): 147.2
SMILES: Cc1sc(=S)[nH]c1O
Calculated total energy (Eh): -1081.7588
Strongest force on any atom (eV/A): 3.4

[2]
The following is a quantum chemistry calculation of C4H7NO2 in the gas phase, from OMol25.

CARTESIAN COORDINATES (ANGSTROEM)
C: 1.0401 1.6174 -0.0679
C: 0.0118 0.5298 -0.2396
C: 0.3107 -0.9039 -0.6733
N: -0.8252 -1.5477 -0.0398
C: -1.1933 -0.8738 1.0993
O: -1.9665 -1.2166 1.9549
O: -0.4974 0.2964 1.1066
H: 1.8851 1.2686 0.5300
H: 0.5242 2.4035 0.4928
H: 1.3891 2.0525 -1.0078
H: -0.8014 0.8883 -0.8909
H: 1.2421 -1.2701 -0.2209
H: 0.3374 -1.0914 -1.7497
H: -1.4832 -2.1577 -0.4949

Force components x, y, z for each atom (eV/Å):
C 0.09 -0.01 0.00
C 0.00 0.09 0.08
C 0.11 0.10 -0.03
N -0.15 -0.45 0.06
C -0.35 -0.15 0.05
O 0.31 0.24 -0.40
O -0.32 0.12 -0.12
H -0.02 0.05 -0.11
H 0.25 0.00 -0.07
H -0.03 -0.23 0.04
H -0.05 0.02 0.36
H -0.04 0.08 -0.14
H -0.05 0.25 0.15
H 0.25 -0.12 0.12

Summary:
Relative energy (zero: lowest compared OMol25 entry of this formula, charge and spin) (kcal per mole): 7.5
Kohn-Sham gap (eV): 10.8
Charge: 0
HOMO energy (Ha): -0.3661
Molecular weight (g/mol): 101.1
SMILES: C[C@H]1CNC(=O)O1
Calculated total energy (Eh): -361.8689
Strongest force on any atom (eV/A): 0.6

[3]
The following is a quantum chemistry calculation of a molecular structure, CHF2NO at a distorted geometry, from OMol25.

CARTESIAN COORDINATES (ANGSTROEM)
C: 0.3835 0.7895 0.2331
N: 0.0792 -0.9918 -0.2898
O: 0.8535 1.5643 -0.4888
F: -0.0796 0.9292 1.4406
F: -0.7354 -0.9685 -1.3856
H: -0.5012 -1.3226 0.4905

Force components x, y, z for each atom (eV/Å):
C -1.30 -4.11 -2.21
N 1.87 3.21 2.17
O 0.20 0.26 0.23
F 0.15 0.13 0.56
F -0.59 0.31 -0.39
H -0.32 0.20 -0.35

Summary:
Relative energy (zero: lowest compared OMol25 entry of this formula, charge and spin) (kcal per mole): 35.6
Kohn-Sham gap (eV): 10.9
Charge: 0
HOMO energy (Ha): -0.3882
Molecular weight (g/mol): 81.0
Calculated total energy (Eh): -368.3073
Strongest force on any atom (eV/A): 4.8

[4]
The following is a quantum chemistry calculation of C5H6O2 in the gas phase, from OMol25.

CARTESIAN COORDINATES (ANGSTROEM)
O: -2.0706 -0.5362 -2.2466
C: -1.9896 0.4271 -1.2163
C: -0.6723 0.3760 -0.5489
C: 0.4391 0.2832 -0.0808
C: 1.6002 0.2589 0.8005
C: 1.4809 -0.5775 2.0043
O: 2.3693 -0.9341 0.9751
H: -1.8437 -1.3974 -1.8709
H: -2.7879 0.3062 -0.4641
H: -2.0920 1.4223 -1.6663
H: 2.2209 1.1571 0.8183
H: 0.6150 -1.2373 2.0537
H: 1.8690 -0.1752 2.9390

Force components x, y, z for each atom (eV/Å):
O -0.21 -0.12 -0.04
C 0.47 0.19 0.34
C 0.67 -0.08 0.09
C -0.58 0.06 0.01
C -0.17 0.02 -0.13
C -0.35 0.32 0.28
O 0.19 -0.01 -0.39
H -0.03 0.19 -0.10
H 0.18 0.01 -0.24
H -0.15 -0.31 -0.05
H -0.30 -0.16 0.07
H 0.07 0.26 0.24
H 0.22 -0.37 -0.10

Summary:
Relative energy (zero: lowest compared OMol25 entry of this formula, charge and spin) (kcal per mole): 81.5
Kohn-Sham gap (eV): 10.6
Charge: 0
HOMO energy (Ha): -0.3581
Molecular weight (g/mol): 98.1
SMILES: OCC#C[C@H]1CO1
Calculated total energy (Eh): -344.4720
Strongest force on any atom (eV/A): 0.7

- What is the Kohn-Sham gap in the third record?
  10.9 eV

- Among the records above, which one has the highest Kohn-Sham gap?
  CHF2NO

- Look up the Kohn-Sham gap of the third one.
  10.9 eV

- Which of these has the highest calculated total energy?
  C5H6O2